Entry 1:
130
Properties=species:S:1:pos:R:3 method="wB97M-V/def2-TZVPD" orbital_gap_ev=9.53 smiles="CCOCCO[C@]1(C(F)(F)CC[Si](C)(C)c2ccccc2)CNC(=O)[C@H]1CCCC(F)(F)C(F)(F)F.CO.CO.CO.CO.CO.CO.CO.CO.CO.CO" fmax_ev_per_a=3.1 e_lumo_ev=0.408 homo_energy_ev=-9.1
H -14.4187 5.5655 0.2714
H 1.1612 3.0671 -0.1913
H -1.4542 2.9462 -3.6825
C -3.1852 0.2111 1.9351
O 8.4007 -8.2195 -1.6730
H 11.3777 -4.2708 -2.3112
C 3.1067 -7.7060 2.1118
H -3.4423 1.7328 -1.6721
H -11.3980 3.1113 -1.8348
F -0.7665 -0.9073 -1.3538
H -3.8426 -2.2738 0.0866
F 5.0747 4.3605 2.9456
F 4.8800 2.1305 0.1611
H 2.1751 2.0496 -2.8908
H 9.4718 -3.0416 -0.7599
H 3.8900 3.3074 -1.7310
H 3.4838 -4.1866 -0.2927
C 3.0860 3.7463 -1.0805
H 9.3830 -6.2804 -2.1741
H 2.7381 -2.7014 2.8264
H -5.5611 -1.8372 0.3958
H 2.1568 1.4851 5.1462
H 4.4943 -3.6215 1.0767
O 0.5586 4.5329 -2.8547
H 3.5326 1.0825 4.0734
H -1.4119 0.6808 -3.5735
H 2.3960 -7.0740 2.6513
Si -4.0343 0.2259 0.2374
H 2.8678 4.6868 0.9289
C -10.5593 3.7757 -2.0371
H 0.9823 -2.6189 1.3501
H 3.5066 -1.4428 -3.7566
F 0.4268 0.2830 0.1083
C -5.4744 1.4971 0.3746
O 1.3947 -0.0926 -2.9503
H 5.6737 -2.0967 -0.8313
H -5.3691 1.8277 2.5946
C 2.2481 -0.7847 -2.0212
H -3.9387 0.1247 2.7665
C 3.6797 4.2230 0.3086
C -4.6468 -1.5297 -0.1664
C -5.8624 2.0828 1.6317
H 7.0281 -9.3637 -0.6272
C 4.2980 2.9975 1.0696
C 0.4779 3.3401 -2.9559
H -5.7844 1.3788 -1.8534
H 1.4879 0.6729 3.0967
O 3.4317 -7.1134 0.8616
C -0.3265 0.3805 -1.0867
H -9.4054 -0.3366 1.4931
H -2.9046 0.0549 -1.9687
H 3.0425 -0.0435 5.3599
H -7.6601 3.1124 -1.8904
C 1.2965 2.2268 -2.2164
C 4.4650 -3.7241 -0.0324
C -6.1183 1.8414 -0.9014
H 1.3062 -3.6049 3.4034
O -10.0739 1.5922 1.1693
H -7.2142 3.5411 2.5813
H 4.0209 -1.5912 -0.1857
H 5.2687 -4.4094 -0.3904
H 9.5347 -1.2641 -0.9524
C 2.6831 0.6781 4.6283
H 11.1377 -6.5587 -2.1892
H 6.4714 -7.7585 -1.1520
C 5.4370 3.3761 2.0879
C 2.0856 -3.5578 2.6380
H 10.3707 -5.7044 -0.8150
H 2.7023 4.6578 -1.5977
H -12.6589 5.8364 0.4415
O 0.2351 4.7477 2.1737
C -7.1799 2.8164 -0.9121
H -13.2215 3.6041 0.4251
C -13.4428 5.4266 -0.2010
H 2.4574 1.7916 -0.3802
H 2.4871 -0.1993 -1.0998
H 1.4187 5.4353 3.7211
C -6.9385 3.0671 1.6182
H -0.3047 5.5450 2.2043
H 4.4554 4.9916 0.0784
F 6.5996 3.7123 1.4758
H 8.4077 -1.9227 0.9454
O -9.6248 3.1299 -2.9002
H -8.3468 4.1824 0.3943
C -2.9230 0.8570 -1.1936
C 3.5897 -1.2852 -2.6530
H 1.6827 -1.6967 -1.6772
C -1.5019 1.3750 -0.7449
H 4.4294 -0.5650 -2.4636
H 4.0190 -7.8018 2.6983
H -10.9191 4.6960 -2.5053
O 10.5193 -4.6202 -2.5731
H -2.4637 -0.6305 2.0899
F 3.2989 2.3632 1.8256
H 6.6354 -9.0662 -2.3463
O 7.9209 -1.9948 0.1179
C 0.5338 0.8416 -2.3068
C -7.5519 3.4046 0.3577
H -1.3260 2.3547 -1.2675
H -10.2061 0.4483 2.8872
H 2.6750 -4.4735 2.6691
H -10.0607 4.0191 -1.1011
N -0.4729 2.7019 -3.8223
C 0.7981 4.5722 3.4663
H -1.4408 1.6261 0.3454
C -10.2177 0.3276 1.8002
H -10.0896 2.9239 -3.7178
C 1.9577 2.6587 -0.8637
O -13.2072 4.0435 -0.4324
H 2.6125 -7.0374 0.3602
O 1.7933 0.0175 3.7344
H 8.3550 -2.2254 -1.8749
H -13.4305 5.9459 -1.1578
F 5.6964 2.2431 2.8267
H 2.6741 -8.6978 1.9544
O 3.9810 -2.5393 -2.0868
C 4.5691 -2.3540 -0.7922
C -0.4496 1.2364 -3.5093
H 0.0010 4.4560 4.2049
C 7.0569 -8.6305 -1.4370
O 1.4954 -3.4352 1.3509
C 8.8800 -2.1399 -0.9256
H 0.1089 0.8369 -4.4022
H -9.2244 1.9570 1.4511
H 1.4171 3.6760 3.4603
H -4.8300 -1.6270 -1.2652
H -2.6440 1.1766 2.1389
C 10.3454 -5.8638 -1.8966
H 8.9002 -9.0042 -1.9230
H -11.1697 -0.1062 1.4979

=====

Entry 2:
56
Properties=species:S:1:pos:R:3 method="wB97M-V/def2-TZVPD" total_charge=+2 orbital_gap_ev="8.11 / 6.58" s_squared=0.756 fmax_ev_per_a=2.1 e_lumo_ev="-4.870 / -6.362" homo_energy_ev="-13.0 / -12.9" spin_multiplicity=2
C 15.7196 6.9022 13.0408
P 9.7386 10.6378 8.0184
N 10.0320 7.5815 11.5806
H 12.2835 4.0813 11.4988
H 9.3002 8.7218 9.4329
H 8.7432 8.3602 7.8239
H 14.7642 5.1189 9.2720
H 5.9506 7.9225 15.3631
C 9.0918 7.2017 12.1228
H 16.7085 6.2720 10.3003
S 11.6959 12.8002 11.0499
H 12.3374 4.7062 13.8036
C 6.4104 7.2535 14.6776
H 7.8579 8.6588 13.9206
S 15.5395 7.9578 11.5596
H 14.8032 8.3340 14.3771
H 16.7069 7.0313 13.5022
H 11.4959 11.4889 6.7014
C 8.7872 9.1254 8.5671
H 6.9960 10.1672 8.4044
N 10.8596 11.7276 5.9014
H 15.6928 7.3474 9.3282
H 5.1292 5.6460 15.2693
C 9.8553 10.6052 6.1451
H 13.9626 4.8677 13.1583
C 12.9585 5.2984 13.1326
O 8.8825 11.8483 8.3438
C 12.3195 5.1317 11.7483
H 6.1520 4.0460 13.5538
S 8.4911 10.9470 11.6206
H 11.2694 5.4206 11.8016
C 14.7295 7.2581 14.1342
C 6.5088 5.0514 13.6521
Sb 9.0820 12.9071 10.6679
S 13.0025 6.9720 13.7989
In 12.7253 9.0050 11.6448
C 7.4679 7.6533 13.8804
H 15.0139 6.7428 15.0387
S 12.9639 6.1479 10.4556
C 14.6507 5.6006 10.2283
H 15.5784 5.8854 12.7620
H 14.8788 4.9111 11.0297
C 5.9528 5.9547 14.6081
H 10.4042 12.6204 5.9462
H 6.8620 8.6776 9.2129
C 15.6945 6.7302 10.2699
H 11.3463 11.6255 4.9946
S 10.6868 13.4611 12.6267
H 7.5952 10.0631 9.9911
O 11.1771 10.4572 8.3558
H 10.2839 9.7209 5.7738
N 7.4208 9.5063 9.0380
H 7.8267 4.8341 12.0601
H 8.9168 10.8010 5.6136
C 7.4869 5.5030 12.7766
C 7.9583 6.7954 12.8984

=====

Entry 3:
65
Properties=species:S:1:pos:R:3 method="wB97M-V/def2-TZVPD" orbital_gap_ev=3.21 fmax_ev_per_a=1.0 e_lumo_ev=-2.418 homo_energy_ev=-5.6
C -0.0224 0.9472 1.5016
H -0.8395 -2.1651 -3.3225
C 0.5841 3.2313 2.1069
C 5.8343 0.1563 -1.3990
H -0.3187 -2.8660 0.2024
H -2.0706 0.6812 0.8389
C 6.2360 -1.1898 -1.4038
H -1.8838 -4.5862 1.1169
N 2.0966 0.5040 -3.7168
C -1.6790 2.7285 1.2990
C -4.5173 0.7550 -3.3566
H 2.1960 0.9982 0.0541
H 1.9217 1.5701 2.2398
H 7.2119 -1.4621 -1.8019
H -1.2016 -0.3158 3.5850
C -1.7096 -3.6473 1.6383
H 5.6786 -3.2251 -0.9136
C -0.7698 1.2217 -3.6740
C -2.1902 -2.1996 3.5664
C -2.5949 -0.8862 -3.3701
H 3.4485 -2.5998 -0.0180
H -0.7217 6.8575 2.3727
H 0.0882 5.6557 3.4382
H -2.6959 -2.0154 4.5168
C -1.2350 -1.1494 -3.3982
H 6.4898 0.9344 -1.7923
O 3.3203 0.1449 -3.7827
C 4.5876 0.5051 -0.9049
C 1.5049 -0.8976 0.7295
H -4.9211 1.0767 -4.3238
C 4.1195 -1.8326 -0.4050
C -1.3480 -1.2433 3.0308
H -3.3186 -1.7004 -3.2834
C -3.0588 0.4387 -3.4479
H -2.6783 3.0790 1.0510
C -2.1340 1.4743 -3.6271
O -3.1806 -4.4111 3.3312
H -4.6923 1.5771 -2.6540
H 1.3235 3.9496 2.4736
C -0.2750 -0.0995 -3.5293
C -0.8396 -2.6963 1.1453
H -2.4938 2.4991 -3.7322
O 1.7967 1.7250 -3.8506
C 2.4238 -0.0658 0.1235
C 3.6979 -0.4773 -0.3967
H -5.0880 -0.1159 -3.0265
C -2.3796 -3.4161 2.8660
H 0.7250 5.9658 1.7887
H -2.9710 -4.1623 5.4163
H 4.2511 1.5431 -0.9004
C -0.6413 -1.4683 1.8254
C -0.7201 3.6624 1.7638
C 5.3729 -2.1775 -0.9065
C -0.1847 5.9100 2.4036
H 1.4558 -1.4491 -3.4049
O -1.1268 4.9558 1.8633
C -1.3321 1.4009 1.1916
C -3.7549 -4.2293 4.6473
H -0.0565 2.0244 -3.8117
H -4.3831 -3.3278 4.6896
H 1.6900 -1.9736 0.7408
C 1.1134 -0.4223 -3.5059
C 0.3042 -0.4697 1.3410
C 0.9174 1.8917 1.9619
H -4.3618 -5.1210 4.7993

=====

Entry 4:
61
Properties=species:S:1:pos:R:3 method="wB97M-V/def2-TZVPD" orbital_gap_ev="7.25 / 8.27" s_squared=6.057 fmax_ev_per_a=0.7 e_lumo_ev="-1.856 / -0.938" homo_energy_ev="-9.1 / -9.2" spin_multiplicity=5
N 3.0317 1.2954 -0.4195
S 0.9748 2.1554 -1.9060
C 4.2603 0.8155 -0.1566
H -4.3290 -2.4382 -0.2072
C 0.5756 2.7575 1.7002
O 0.8756 1.5707 1.2615
C -1.5037 0.7936 -4.3220
O -0.3481 -1.8831 5.5654
H 3.1467 1.6067 -3.7180
H 0.2134 -0.4835 2.0527
C 3.4836 1.3927 -2.7150
C -2.5019 2.8938 -0.3029
H 2.5926 -3.8182 0.7541
C -3.1428 4.0417 0.1191
C -2.6785 -0.7491 -1.2718
C 1.6084 -1.5391 -0.1670
H -3.0299 5.7245 1.4486
C 0.5697 -2.0258 3.4588
C -4.5893 -2.3718 -2.1131
C -1.3321 4.4242 1.6321
H 1.0224 -3.6884 4.7454
O 0.7753 -0.6349 -0.6080
H -2.9194 2.2486 -1.0635
H -2.2020 1.5062 -4.7640
O 1.2222 3.4392 2.4592
C 1.1338 -3.2445 3.7687
C 1.8546 -3.8645 2.7658
C -0.7540 3.2607 1.1662
H 6.1396 0.2277 -0.9513
C 5.1573 0.6186 -1.1656
C -2.5754 -0.9102 0.2000
N -1.3291 2.5190 0.2117
C 4.7503 0.9206 -2.4685
H -0.6358 1.3293 -3.9484
H -3.5830 -1.1233 -4.2499
C 0.6825 -1.4393 2.2117
H 5.4324 0.7673 -3.2943
O -4.8974 -2.8454 -0.9286
C 2.5828 1.5809 -1.6591
C 1.4064 -2.0928 1.2249
C -2.5479 4.8206 1.1012
C -2.1424 0.0479 -3.2064
N -1.8436 0.1284 -1.9228
H -1.1808 0.1058 -5.1040
C 2.0112 -3.3127 1.5105
C -3.5015 -1.3598 -2.1722
O -5.1341 -2.7024 -3.1398
N -0.1862 -1.3098 4.5081
O 2.3249 -5.6295 4.1673
Mn -0.3162 0.8116 -0.2406
H -4.0944 4.3121 -0.3152
H 4.4682 0.6050 0.8824
O 2.5732 -1.8944 -0.8103
H -0.8128 4.9814 2.3984
H 2.3630 1.4191 0.3630
N -3.1442 -0.8398 -3.3860
N 2.4885 -5.1662 3.0582
O -0.5902 -0.1985 4.2437
O -1.6796 -0.1777 0.7588
O -3.3180 -1.6878 0.7926
O 3.1224 -5.6911 2.1674

=====

Entry 5:
19
Properties=species:S:1:pos:R:3 method="wB97M-V/def2-TZVPD" orbital_gap_ev=11.11 smiles=C[C@@H]1C[C@@H]1[C@@H](C)O fmax_ev_per_a=0.4 e_lumo_ev=1.031 homo_energy_ev=-10.1
H 0.7211 -1.1961 -0.2493
O 1.1316 -0.6311 1.7025
H -3.0064 -1.0203 -0.2620
H -2.1175 1.1773 0.5375
H 2.8787 0.7811 0.5703
H 0.2277 -0.6658 2.0423
C -0.7390 0.9253 -1.1749
C -1.4644 0.4520 0.0551
H -0.5544 0.1779 -1.9452
H 3.0730 -0.7867 -0.2363
H 2.3715 0.5829 -1.1261
C 0.0091 0.7824 0.1188
H -0.9263 1.9229 -1.5611
C 1.0356 -0.3072 0.3215
H -1.3774 -1.6415 -0.5152
H 0.2639 1.7100 0.6315
C 2.4261 0.0916 -0.1494
C -1.9777 -0.9732 0.1106
H -1.9752 -1.3812 1.1292

=====

Entry 6:
10
Properties=species:S:1:pos:R:3 method="wB97M-V/def2-TZVPD" orbital_gap_ev=10.56 smiles="COC#CC=O" fmax_ev_per_a=0.7 e_lumo_ev=0.733 homo_energy_ev=-9.8
O -0.0665 0.6684 -1.5101
O -0.2958 -0.8438 2.2677
C 1.1642 -0.0946 -1.3864
H 1.8629 0.4509 -0.7463
C -1.3991 0.2127 0.5480
H -1.7814 0.4548 2.6994
H 1.5558 -0.1891 -2.3959
C -1.1797 -0.0776 1.9473
H 0.9536 -1.0727 -0.9456
C -0.8140 0.4910 -0.4780

=====

Entry 7:
26
Properties=species:S:1:pos:R:3 method="wB97M-V/def2-TZVPD" total_charge=+2 orbital_gap_ev=12.78 smiles=C[C@H]([NH3+])CCCC[NH3+] fmax_ev_per_a=2.7 e_lumo_ev=-6.213 homo_energy_ev=-19.0
H -0.6526 1.7533 -2.8504
H -0.7743 -3.6310 2.4751
H -0.8263 -0.1421 -1.1349
H 1.5607 0.9266 -0.8707
N 0.3127 1.5430 -2.5453
C 0.7463 2.8773 -0.5564
C 0.5685 1.4822 -1.0391
H 1.0949 -1.2141 1.9998
H -1.9590 -3.1803 1.3594
H 0.8947 2.8980 0.5356
H 0.5974 0.6575 -3.0505
H 0.8785 2.3121 -2.9485
N -1.1218 -2.8715 1.8504
H 1.5891 3.4430 -0.9898
H 1.4498 -0.9266 0.3588
H -1.4473 -0.1718 1.3701
H 0.7668 -3.3438 0.9888
C -0.5203 0.6383 -0.4395
H -1.3118 -2.0337 2.4029
C -0.4081 -0.0085 0.9724
H -1.4119 1.2563 -0.4179
H -0.1407 3.4718 -0.7185
H -0.4276 -2.7225 -0.2096
C 0.5631 -1.1969 1.0184
H -0.0023 0.7656 1.6333
C -0.0184 -2.5822 0.8060

=====

Entry 8:
17
Properties=species:S:1:pos:R:3 method="wB97M-V/def2-TZVPD" orbital_gap_ev=8.61 smiles="C=C/C(O)=C/C.O" fmax_ev_per_a=6.8 e_lumo_ev=0.743 homo_energy_ev=-7.9
H 0.0421 -2.4841 -0.2256
H 1.2817 0.2761 -0.4298
C -0.3836 -1.7888 0.4366
C -0.9286 1.1693 -1.7941
O 2.8942 2.3404 0.6653
C -1.2153 0.4207 -0.4623
C -0.3366 -0.3983 0.1226
H 2.6765 2.3660 1.5780
H -1.6975 1.7685 -2.1838
O 1.0149 -0.0375 0.4295
C -0.9686 -2.4146 1.5610
H -0.0619 1.7952 -1.7796
H -2.2251 0.5465 -0.0957
H -0.4552 -3.2708 2.0427
H 3.3427 1.4640 0.6105
H -0.9918 0.2516 -2.3397
H -1.9880 -2.0043 1.8643

=====

Entry 9:
11
Properties=species:S:1:pos:R:3 method="wB97M-V/def2-TZVPD" orbital_gap_ev=10.05 fmax_ev_per_a=5.8 e_lumo_ev=0.190 homo_energy_ev=-9.9
C 0.9071 -0.5341 -1.2721
H 1.0269 -0.7122 -2.2502
H 2.8911 0.2268 -0.7275
N 1.2008 0.4203 0.7830
N -2.4581 0.3686 0.7098
N -0.1021 -0.1246 0.4851
H -1.0300 0.4908 2.3911
H -2.6592 -0.0461 -0.3281
N -0.3390 -0.4356 -0.6986
C 1.8391 -0.0148 -0.3438
C -1.2766 0.3608 1.2514

=====

Entry 10:
21
Properties=species:S:1:pos:R:3 method="wB97M-V/def2-TZVPD" total_charge=+2 orbital_gap_ev="8.53 / 8.53" fmax_ev_per_a=6.6 e_lumo_ev="-9.426 / -9.425" homo_energy_ev="-18.0 / -18.0"
H -1.1109 0.5546 -1.9111
C -1.0341 1.7788 0.0887
H -2.7831 -1.4562 0.7516
N -0.9619 -0.7229 -0.1379
H 3.4476 1.0092 -0.1943
H -1.7140 1.8501 0.9655
C -1.4803 0.5456 -0.7617
C -1.8519 -1.7836 0.3501
H 3.5718 -1.3280 0.3703
C 0.2860 -0.8022 -0.2092
C 2.6431 -0.7492 0.1621
N 2.5454 0.5631 -0.0580
C 1.3667 1.1308 -0.0955
C 0.3989 1.9808 0.2388
H -2.2945 -2.4319 -0.4141
H -2.5145 0.2840 -0.6486
N 1.4689 -1.4004 0.0294
H -1.2260 2.8308 -0.3261
H 0.8553 2.9523 0.6774
H 1.6233 -2.4240 0.1024
H -1.2360 -2.3817 1.0205

=====

Entry 11:
18
Properties=species:S:1:pos:R:3 method="wB97M-V/def2-TZVPD" orbital_gap_ev=10.20 smiles="CCC1=NN=N[C@@H]1C(N)=O" fmax_ev_per_a=6.9 e_lumo_ev=-0.240 homo_energy_ev=-10.4
H -2.1797 -2.0164 0.2319
N 0.8010 0.9610 2.0144
C -1.2016 -2.3505 -0.3402
C -0.1578 -0.2678 0.3338
O 1.4537 0.8943 -1.5364
N -0.4250 0.7979 2.2091
H 0.7423 2.9728 0.5926
C 1.1817 0.3374 0.8030
H 0.1249 -1.0020 -1.5176
H -1.4088 -0.2961 -1.2074
H -0.6020 -2.8549 0.2847
H -1.3595 -3.0024 -1.0705
C -0.7083 -0.9733 -0.8165
H 2.0317 -0.2834 0.6900
N -0.9923 0.0840 1.1894
N 0.7493 2.5680 -0.3209
C 1.2445 1.2785 -0.4116
H 0.7059 3.1529 -1.1280

=====

Entry 12:
6
Properties=species:S:1:pos:R:3 method="wB97M-V/def2-TZVPD" orbital_gap_ev=10.27 fmax_ev_per_a=5.4 e_lumo_ev=-0.925 homo_energy_ev=-11.2
F -0.1019 2.3461 -0.4779
F -0.5323 -0.6917 1.9493
F -0.4700 -1.2845 -1.6268
P 0.8041 -0.5626 1.0167
C 0.0558 -0.5040 -0.6794
C 0.2443 0.6967 -0.1819

=====

Entry 13:
13
Properties=species:S:1:pos:R:3 method="wB97M-V/def2-TZVPD" total_charge=-1 orbital_gap_ev=8.30 fmax_ev_per_a=5.5 e_lumo_ev=3.810 homo_energy_ev=-4.5
H 0.8858 0.4259 -2.5363
O -0.4257 -1.4629 1.7973
S -0.6824 -0.2587 2.6125
C -0.4364 -0.3885 -0.9328
H -0.5179 -1.3709 -0.4680
H 1.6628 -0.8421 -1.5359
O 1.9465 1.7356 -0.0637
H -1.3172 -0.1758 -1.5477
O -1.9835 -0.2949 3.2858
O -0.9935 1.0635 1.3190
N -0.1417 0.6463 0.0171
C 1.0778 0.9674 -0.3913
C 0.9254 -0.0450 -1.5559

=====

Entry 14:
23
Properties=species:S:1:pos:R:3 method="wB97M-V/def2-TZVPD" total_charge=+1 orbital_gap_ev=8.48 fmax_ev_per_a=6.6 e_lumo_ev=-4.394 homo_energy_ev=-12.9
H 0.9692 -2.6515 -1.3462
H 2.7319 -1.5498 -1.9249
C 2.1640 0.2058 0.9054
C 3.3819 0.8825 1.0017
H 3.4814 1.6945 1.6127
C 4.1924 -0.3335 -1.0111
C 0.6310 -1.3735 -0.3555
H -1.3408 -1.5640 1.9543
S -2.8686 0.4537 -0.8830
H -3.6806 1.3286 1.1601
H -4.4595 2.1067 -0.2511
O -1.6278 1.0492 -1.3306
C -1.4570 -1.2362 0.9075
C 4.3758 0.5529 0.0534
O -2.5808 -0.6587 0.5821
C 1.8949 -0.6807 -0.2133
F 5.5343 1.0356 0.2610
H -2.7308 2.4318 0.0871
C -3.5551 1.7692 0.1206
N -0.4454 -1.1976 0.1772
H 4.9018 -0.4868 -1.7394
C 2.9097 -0.8970 -1.1824
H 1.4415 0.4537 1.7187

=====

Entry 15:
9
Properties=species:S:1:pos:R:3 method="wB97M-V/def2-TZVPD" orbital_gap_ev="6.97 / 6.97" fmax_ev_per_a=3.4 e_lumo_ev="-1.707 / -1.707" homo_energy_ev="-8.7 / -8.7"
H -1.4857 1.3453 0.3752
C -0.8025 0.6284 -0.1711
H -1.3250 -0.1857 -0.6864
H 2.0280 -1.2054 0.1750
N 1.2394 0.0994 -0.9924
C -1.0547 -0.6892 1.4957
C 1.2320 -0.5530 0.1438
C 0.2133 0.9452 -1.1340
C -0.0446 -0.3848 0.7943

=====

Entry 16:
14
Properties=species:S:1:pos:R:3 method="wB97M-V/def2-TZVPD" total_charge=+1 orbital_gap_ev=9.14 fmax_ev_per_a=6.6 e_lumo_ev=-5.246 homo_energy_ev=-14.4
N 0.9327 -1.7528 0.0669
N -1.3687 0.7482 -0.3202
C -0.1161 1.5800 -0.5409
C 0.8658 0.8524 0.0355
H -1.8459 0.5791 -1.2417
H -0.2392 2.5965 -0.9049
O 0.0125 -2.4301 -0.4419
O 2.0750 -2.0757 0.2433
H 0.9510 -0.5568 2.1270
C 0.3766 -0.4253 0.4853
Br 2.6724 1.1778 0.0478
H -2.1822 1.3362 0.1359
H -1.1305 -1.2434 -0.0763
N -1.0035 -0.3860 0.3842